Entry 1:
The following is a DFT calculation (ωB97M-V/def2-TZVPD) of a 2-piece molecular cluster, C5H4N4O overall in a non-equilibrium geometry.

The HOMO energy comes out at -10.51 eV. The value obtained for the relative energy (zero: lowest compared OMol25 entry of this formula, charge and spin) is 285.0 kJ/mol. The value obtained for the calculated total energy is -487.08149 a.u.

The geometry in ORCA input format:
```
! RIJCOSX wB97M-V def2-TZVPD def2/J DEFGRID3
* xyz 0 1
O -4.062 -0.277 0.647
N 5.085 -0.847 -0.349
N 0.668 -0.384 0.326
N -3.337 -1.156 -0.144
N -1.756 1.935 -0.310
C -2.347 -0.547 -0.667
C 4.182 -0.211 -0.010
C 1.757 0.021 0.370
C -1.975 0.808 -0.410
C 3.065 0.697 0.332
H 3.063 1.486 -0.414
H 3.246 1.147 1.309
H -1.681 -1.078 -1.350
H -4.838 -0.778 0.927
*
```

---

Entry 2:
The following is a DFT calculation (ωB97M-V/def2-TZVPD) of C5H4NO4 as an isolated structure in a non-equilibrium geometry.

The HOMO energy comes out at -5.41 eV. The value obtained for the relative energy (zero: lowest compared OMol25 entry of this formula, charge and spin) is 263.9 kJ/mol. The value obtained for the calculated total energy is -548.61590 a.u.

The geometry in ORCA input format:
```
! RIJCOSX wB97M-V def2-TZVPD def2/J DEFGRID3
* xyz -1 1
O -4.215 -0.264 0.218
O 1.611 -1.581 0.042
O -2.874 1.474 -0.289
O -1.864 -2.388 -0.074
N -0.482 -2.544 -0.104
C -1.818 -0.603 -0.035
C 0.217 0.951 -0.007
C -3.169 0.319 0.006
C -0.511 -0.336 -0.016
C 0.372 -1.479 -0.051
H -0.076 -3.455 0.094
H 1.284 0.628 0.466
H -0.181 1.848 0.535
H 0.358 1.303 -0.947
*
```

---

Repeat the first record exactly.
The following is a DFT calculation (ωB97M-V/def2-TZVPD) of a 2-piece molecular cluster, C5H4N4O overall in a non-equilibrium geometry.

The HOMO energy comes out at -10.51 eV. The value obtained for the relative energy (zero: lowest compared OMol25 entry of this formula, charge and spin) is 285.0 kJ/mol. The value obtained for the calculated total energy is -487.08149 a.u.

The geometry in ORCA input format:
```
! RIJCOSX wB97M-V def2-TZVPD def2/J DEFGRID3
* xyz 0 1
O -4.062 -0.277 0.647
N 5.085 -0.847 -0.349
N 0.668 -0.384 0.326
N -3.337 -1.156 -0.144
N -1.756 1.935 -0.310
C -2.347 -0.547 -0.667
C 4.182 -0.211 -0.010
C 1.757 0.021 0.370
C -1.975 0.808 -0.410
C 3.065 0.697 0.332
H 3.063 1.486 -0.414
H 3.246 1.147 1.309
H -1.681 -1.078 -1.350
H -4.838 -0.778 0.927
*
```